1.
The following is a DFT calculation (ωB97M-V with the def2-TZVPD basis set) of a 2-piece molecular cluster, C2H10N2 overall in a non-equilibrium geometry.

The expectation value of S² is 0.750. The value obtained for the HOMO-LUMO gap (spin up / spin down) is 0.1142 / 0.3511 hartree.

ORCA input file:
```
! RIJCOSX wB97M-V def2-TZVPD def2/J DEFGRID3
* xyz -1 2
N 0.33 -2.57 -0.75
H -0.14 -3.32 -0.26
H 1.31 -2.53 -0.51
H -0.16 -1.77 -0.33
C 1.04 1.24 0.20
C -0.47 1.27 0.48
N -1.21 0.12 -0.05
H 1.22 1.04 -0.85
H 1.36 2.25 0.50
H 1.54 0.51 0.83
H -0.62 1.27 1.57
H -0.90 2.22 0.15
H -2.22 0.08 0.09
H -1.08 0.18 -1.06
*
```

Löwdin population analysis, charges in e, atoms 1 to 5: number 1, N, carries -0.049; number 2, H, carries -0.028; number 3, H, carries -0.028; number 4, H, carries -0.040; number 5, C, carries -0.259

2.
The following is a DFT calculation (ωB97M-V with the def2-TZVPD basis set) of a 2-piece molecular cluster, C2H10N2 overall in a non-equilibrium geometry.

The value obtained for the HOMO-LUMO gap is 0.3612 hartree.

ORCA input file:
```
! RIJCOSX wB97M-V def2-TZVPD def2/J DEFGRID3
* xyz 0 1
N -0.61 -0.88 -0.96
C -1.93 -0.68 -1.45
N -2.71 0.12 -0.50
H -0.09 -1.51 -1.55
H -0.03 -0.09 -0.72
H -2.00 -0.27 -2.47
H -2.41 -1.66 -1.48
H -3.66 0.28 -0.82
H -2.26 1.02 -0.38
C 3.16 0.73 1.98
H 3.42 1.77 1.85
H 4.02 0.20 2.35
H 2.56 0.18 1.27
H 2.53 0.81 2.88
*
```

Löwdin population analysis, charges in e, atoms 1 to 5: number 1, N, carries -0.013; number 2, C, carries -0.411; number 3, N, carries -0.014; number 4, H, carries 0.064; number 5, H, carries 0.060

3.
The following is a DFT calculation (ωB97M-V with the def2-TZVPD basis set) of a 2-piece molecular cluster, C2H10N2 overall in a non-equilibrium geometry.

The value obtained for the HOMO-LUMO gap is 0.3572 hartree.

ORCA input file:
```
! RIJCOSX wB97M-V def2-TZVPD def2/J DEFGRID3
* xyz 0 1
N -2.06 -1.44 -0.94
C -1.80 -0.49 -1.98
N -1.64 0.92 -1.65
H -2.62 -1.18 -0.13
H -1.24 -1.86 -0.53
H -0.94 -0.87 -2.53
H -2.65 -0.53 -2.67
H -1.89 1.47 -2.44
H -0.90 1.26 -1.06
C 3.21 0.54 2.74
H 3.40 -0.03 3.62
H 4.05 1.18 2.50
H 2.37 1.15 3.04
H 2.71 -0.11 2.04
*
```

Löwdin population analysis, charges in e, atoms 1 to 5: number 1, N, carries -0.013; number 2, C, carries -0.398; number 3, N, carries -0.010; number 4, H, carries 0.063; number 5, H, carries 0.052

4.
The following is a DFT calculation (ωB97M-V with the def2-TZVPD basis set) of a 2-piece molecular cluster, C2H10N2O overall in a non-equilibrium geometry.

The value obtained for the HOMO-LUMO gap is 0.3720 hartree.

ORCA input file:
```
! RIJCOSX wB97M-V def2-TZVPD def2/J DEFGRID3
* xyz 0 1
N -4.08 0.24 0.43
C -3.58 1.63 0.43
N -2.15 1.88 0.16
H -3.36 -0.47 0.66
H -4.54 -0.12 -0.32
H -3.70 2.01 1.42
H -4.26 2.04 -0.28
H -2.17 2.86 -0.02
H -1.69 1.62 0.99
C 5.22 -1.98 -0.87
O 4.75 -1.86 0.42
H 5.42 -3.05 -1.08
H 6.09 -1.24 -0.97
H 4.27 -1.77 -1.47
H 3.78 -1.80 0.50
*
```

Löwdin population analysis, charges in e, atoms 1 to 5: number 1, N, carries -0.004; number 2, C, carries -0.348; number 3, N, carries -0.007; number 4, H, carries 0.074; number 5, H, carries 0.007

5.
The following is a DFT calculation (ωB97M-V with the def2-TZVPD basis set) of a 3-piece molecular cluster, C2H10N2O2 overall in a non-equilibrium geometry.

The expectation value of S² is 0.750. The value obtained for the HOMO-LUMO gap (spin up / spin down) is 0.1021 / 0.3478 hartree.

ORCA input file:
```
! RIJCOSX wB97M-V def2-TZVPD def2/J DEFGRID3
* xyz -1 2
C 0.92 -0.97 0.22
N 0.12 -0.48 -0.98
C 0.79 0.68 -1.50
N 0.17 1.62 -2.14
H 1.96 -1.06 0.00
H 0.37 -1.83 0.58
H 1.11 -0.07 1.07
H -0.82 -0.59 -1.21
H 1.86 0.68 -1.55
H 0.75 2.49 -2.12
H -2.55 1.99 -0.02
H -1.61 1.70 -1.21
O -2.51 1.82 -1.04
H -0.11 -1.80 2.57
H -0.60 -2.36 3.87
O 0.16 -1.81 3.46
*
```

Löwdin population analysis, charges in e, atoms 1 to 5: number 1, C, carries -0.313; number 2, N, carries -0.044; number 3, C, carries -0.342; number 4, N, carries 0.011; number 5, H, carries 0.015

6.
The following is a DFT calculation (ωB97M-V with the def2-TZVPD basis set) of a 3-piece molecular cluster, C2H10N2O2 overall in a non-equilibrium geometry.

The value obtained for the HOMO-LUMO gap is 0.3567 hartree.

ORCA input file:
```
! RIJCOSX wB97M-V def2-TZVPD def2/J DEFGRID3
* xyz 0 1
H -0.08 4.58 2.25
N 0.25 4.17 1.39
C -0.07 2.94 1.36
N 0.36 2.12 0.33
C -0.55 1.23 -0.33
H -0.61 2.42 2.14
H 1.11 2.56 -0.17
H -1.46 1.10 0.24
H -0.15 0.25 -0.55
H -0.95 1.66 -1.27
O 0.19 -3.70 -4.43
H 0.13 -4.31 -5.18
H 0.53 -2.90 -4.85
O 0.11 -3.94 3.25
H 0.42 -4.80 2.95
H 0.77 -3.36 2.84
*
```

Löwdin population analysis, charges in e, atoms 1 to 5: number 1, H, carries 0.029; number 2, N, carries 0.069; number 3, C, carries -0.354; number 4, N, carries -0.085; number 5, C, carries -0.121

7.
The following is a DFT calculation (ωB97M-V with the def2-TZVPD basis set) of a 3-piece molecular cluster, C2H10N2O2 overall in a non-equilibrium geometry.

The value obtained for the HOMO-LUMO gap is 0.3751 hartree.

ORCA input file:
```
! RIJCOSX wB97M-V def2-TZVPD def2/J DEFGRID3
* xyz 0 1
H -0.26 0.20 -2.44
N -0.56 -0.41 -1.69
C -1.23 0.31 -0.88
N -1.61 -0.01 0.41
C -1.44 0.94 1.48
H -1.49 1.35 -1.08
H -1.33 -0.99 0.56
H -0.84 0.37 2.18
H -0.90 1.79 1.10
H -2.31 1.32 2.04
O 2.83 0.92 0.79
H 3.50 1.18 0.14
H 2.41 0.25 0.21
O 1.28 -2.23 -0.65
H 0.38 -1.99 -0.98
H 1.57 -2.99 -1.18
*
```

Löwdin population analysis, charges in e, atoms 1 to 5: number 1, H, carries 0.049; number 2, N, carries 0.066; number 3, C, carries -0.318; number 4, N, carries -0.071; number 5, C, carries -0.093

8.
The following is a DFT calculation (ωB97M-V with the def2-TZVPD basis set) of a 3-piece molecular cluster, C2H10N2O2 overall in a non-equilibrium geometry.

The value obtained for the HOMO-LUMO gap is 0.3887 hartree.

ORCA input file:
```
! RIJCOSX wB97M-V def2-TZVPD def2/J DEFGRID3
* xyz 0 1
C 1.22 -1.67 -0.11
N 0.67 -0.37 -0.44
C 1.16 0.65 0.12
N 1.92 0.84 1.30
H 1.72 -2.08 -1.01
H 1.95 -1.68 0.72
H 0.48 -2.46 0.03
H 0.75 1.61 -0.19
H 1.32 1.05 2.09
H 2.78 0.37 1.50
O -2.11 -0.55 -0.83
H -2.16 -0.95 -1.71
H -1.16 -0.60 -0.60
O -2.61 2.21 0.00
H -3.32 2.36 -0.64
H -2.61 1.26 -0.23
*
```

Löwdin population analysis, charges in e, atoms 1 to 5: number 1, C, carries -0.133; number 2, N, carries -0.049; number 3, C, carries -0.259; number 4, N, carries 0.052; number 5, H, carries 0.084

9.
The following is a DFT calculation (ωB97M-V with the def2-TZVPD basis set) of a 3-piece molecular cluster, C2H10N2O2 overall in a non-equilibrium geometry.

The value obtained for the HOMO-LUMO gap is 0.3671 hartree.

ORCA input file:
```
! RIJCOSX wB97M-V def2-TZVPD def2/J DEFGRID3
* xyz 0 1
H 3.18 -3.86 1.21
N 2.33 -3.37 1.46
C 2.16 -2.36 0.71
N 1.06 -1.52 0.81
C 0.29 -1.47 -0.43
H 2.85 -2.12 -0.10
H 0.49 -1.75 1.61
H 0.52 -2.24 -1.16
H 0.48 -0.53 -0.95
H -0.79 -1.45 -0.33
O -6.41 1.62 -0.93
H -5.97 0.95 -1.46
H -5.70 1.90 -0.34
O 1.70 5.71 0.09
H 1.18 4.93 -0.10
H 2.63 5.58 -0.10
*
```

Löwdin population analysis, charges in e, atoms 1 to 5: number 1, H, carries 0.033; number 2, N, carries 0.081; number 3, C, carries -0.356; number 4, N, carries -0.078; number 5, C, carries -0.128

10.
The following is a DFT calculation (ωB97M-V with the def2-TZVPD basis set) of a 2-piece molecular cluster, C2H10N2O2 overall in a non-equilibrium geometry.

The expectation value of S² is 0.756. The value obtained for the HOMO-LUMO gap (spin up / spin down) is 0.3815 / 0.1771 hartree.

ORCA input file:
```
! RIJCOSX wB97M-V def2-TZVPD def2/J DEFGRID3
* xyz 1 2
N 2.21 -0.17 1.55
C 1.39 0.09 0.43
O 1.92 -0.60 -0.68
H 2.72 0.63 1.94
H 2.68 -1.08 1.50
H 1.41 1.13 0.10
H 0.36 -0.25 0.58
H 1.16 -0.99 -1.17
N -2.17 -0.89 -0.65
C -2.09 0.37 0.00
O -1.15 1.31 -0.57
H -2.07 -1.67 -0.02
H -3.04 -1.05 -1.13
H -1.82 0.32 1.06
H -3.07 0.86 0.00
H -0.94 0.91 -1.43
*
```

Löwdin population analysis, charges in e, atoms 1 to 5: number 1, N, carries 0.329; number 2, C, carries -0.244; number 3, O, carries 0.053; number 4, H, carries 0.169; number 5, H, carries 0.162

11.
The following is a DFT calculation (ωB97M-V with the def2-TZVPD basis set) of a 3-piece molecular cluster, C2H10N2O3 overall in a non-equilibrium geometry.

The value obtained for the HOMO-LUMO gap is 0.3566 hartree.

ORCA input file:
```
! RIJCOSX wB97M-V def2-TZVPD def2/J DEFGRID3
* xyz 0 1
C -1.44 -0.08 1.71
N -0.60 0.25 0.58
C 0.65 0.77 0.75
N 1.39 1.19 -0.37
O 1.04 1.05 1.88
H -0.76 -0.36 2.52
H -2.09 -0.92 1.51
H -1.89 0.81 2.16
H -0.92 0.02 -0.33
H 0.84 1.14 -1.23
H 1.59 2.17 -0.22
O 1.20 -2.77 -0.40
H 1.03 -2.74 0.54
H 1.60 -1.92 -0.60
O -0.28 0.47 -2.56
H -0.17 0.76 -3.47
H -1.18 0.15 -2.49
*
```

Löwdin population analysis, charges in e, atoms 1 to 5: number 1, C, carries -0.077; number 2, N, carries 0.007; number 3, C, carries -0.622; number 4, N, carries 0.128; number 5, O, carries 0.027

12.
The following is a DFT calculation (ωB97M-V with the def2-TZVPD basis set) of a 3-piece molecular cluster, C2H10N2O3 overall in a non-equilibrium geometry.

The value obtained for the HOMO-LUMO gap is 0.3525 hartree.

ORCA input file:
```
! RIJCOSX wB97M-V def2-TZVPD def2/J DEFGRID3
* xyz 0 1
N -1.25 -1.85 0.78
C 0.03 -1.51 0.18
C 0.19 0.01 0.04
N 1.42 0.42 -0.36
O -0.74 0.79 0.14
H -1.12 -2.24 1.70
H -1.93 -1.09 0.76
H 0.78 -1.98 0.80
H 0.14 -1.83 -0.86
H 2.17 -0.22 -0.57
H 1.62 1.40 -0.46
O 3.59 -1.16 -2.16
H 4.30 -0.88 -2.74
H 2.86 -1.44 -2.68
O -3.51 3.01 1.67
H -2.95 3.76 1.42
H -3.05 2.26 1.26
*
```

Löwdin population analysis, charges in e, atoms 1 to 5: number 1, N, carries -0.001; number 2, C, carries -0.206; number 3, C, carries -0.535; number 4, N, carries 0.159; number 5, O, carries 0.032

ΔE to the lowest compared entry with this formula, charge and spin per entry: 0.114; 0.617; 0.646; 1.862; 1.689; 0.899; 0.835; 1.109; 1.059; 1.228; 0.696; 0.717 eV
E per entry: -5214.765; -5215.735; -5215.706; -7262.061; -9308.480; -9310.670; -9310.735; -9310.460; -9310.511; -9301.515; -11359.337; -11359.316 eV